{"formula": "C48H144N15O29P11", "method": "ωB97M-V/def2-TZVPD", "species": ["O", "P", "N", "C", "C", "N", "C", "C", "N", "C", "C", "H", "H", "H", "H", "H", "H", "H", "H", "H", "H", "H", "H", "H", "H", "H", "H", "H", "H", "O", "P", "N", "C", "C", "N", "C", "C", "N", "C", "C", "H", "H", "H", "H", "H", "H", "H", "H", "H", "H", "H", "H", "H", "H", "H", "H", "H", "H", "O", "P", "N", "C", "C", "N", "C", "C", "N", "C", "C", "H", "H", "H", "H", "H", "H", "H", "H", "H", "H", "H", "H", "H", "H", "H", "H", "H", "H", "O", "P", "N", "C", "C", "N", "C", "C", "N", "C", "C", "H", "H", "H", "H", "H", "H", "H", "H", "H", "H", "H", "H", "H", "H", "H", "H", "H", "H", "O", "P", "N", "C", "C", "N", "C", "C", "N", "C", "C", "H", "H", "H", "H", "H", "H", "H", "H", "H", "H", "H", "H", "H", "H", "H", "H", "H", "H", "C", "O", "P", "O", "O", "C", "O", "C", "H", "H", "H", "H", "H", "H", "H", "H", "H", "C", "O", "P", "O", "O", "C", "O", "C", "H", "H", "H", "H", "H", "H", "H", "H", "H", "C", "O", "P", "O", "O", "C", "O", "C", "H", "H", "H", "H", "H", "H", "H", "H", "H", "C", "O", "P", "O", "O", "C", "O", "C", "H", "H", "H", "H", "H", "H", "H", "H", "H", "C", "O", "P", "O", "O", "C", "O", "C", "H", "H", "H", "H", "H", "H", "H", "H", "H", "C", "O", "P", "O", "O", "C", "O", "C", "H", "H", "H", "H", "H", "H", "H", "H", "H"], "coordinates": [[-4.2859, -4.9975, 5.6019], [-4.1355, -4.2520, 4.3373], [-3.3876, -2.7343, 4.5900], [-2.9546, -2.3678, 5.9720], [-3.2242, -1.7074, 3.5681], [-5.5902, -3.7804, 3.6210], [-6.6441, -3.2702, 4.4366], [-5.9764, -4.1869, 2.2746], [-3.2599, -5.0362, 3.0697], [-2.1863, -4.4323, 2.2867], [-3.3368, -6.4944, 2.8617], [-1.9795, -1.9007, 5.8341], [-2.8631, -3.1817, 6.6913], [-3.5685, -1.6755, 6.5482], [-3.8501, -1.9263, 2.7030], [-2.2211, -1.6095, 3.1529], [-3.5159, -0.7488, 3.9971], [-6.3052, -3.0961, 5.4578], [-7.0005, -2.3112, 4.0605], [-7.4522, -4.0000, 4.4871], [-6.2430, -5.2391, 2.3744], [-6.7552, -3.5576, 1.8439], [-5.1787, -4.2395, 1.5337], [-1.4959, -5.1755, 1.8877], [-2.5906, -3.8467, 1.4611], [-1.5743, -3.8060, 2.9357], [-3.4735, -6.8259, 1.8324], [-4.0363, -6.8852, 3.6007], [-2.3412, -6.8231, 3.1596], [3.8553, 0.6918, 7.8993], [2.7564, -0.0403, 7.2006], [2.3150, 0.8408, 5.7523], [3.3518, 0.9009, 4.7168], [1.4603, 1.9989, 5.7625], [1.2021, -0.3449, 8.0015], [1.1381, -0.4540, 9.4217], [0.0439, -0.7383, 7.1711], [3.2722, -1.5619, 6.5976], [2.3407, -2.5839, 6.0037], [4.6531, -1.7705, 6.2620], [4.3627, 1.1191, 5.0611], [3.2092, 1.7233, 4.0157], [3.3542, 0.0092, 4.0900], [2.0208, 2.9268, 5.6487], [0.9139, 1.9617, 6.7050], [0.7315, 1.8659, 4.9630], [1.6194, -1.3701, 9.7643], [1.6963, 0.2510, 10.0378], [0.0729, -0.3766, 9.6393], [-0.8705, -0.1671, 7.3319], [0.3417, -0.7038, 6.1232], [-0.2200, -1.7742, 7.3840], [1.8606, -2.2709, 5.0765], [2.8521, -3.5400, 5.8927], [1.5460, -2.8296, 6.7082], [5.3557, -1.3496, 6.9813], [4.8276, -1.2495, 5.3207], [4.8572, -2.8388, 6.1898], [-4.7956, 6.7543, -1.2905], [-4.4772, 5.4450, -1.9755], [-4.3978, 4.1125, -1.0253], [-3.2861, 3.9946, -0.0497], [-5.6562, 3.5102, -0.5119], [-3.0028, 5.5028, -2.8857], [-2.2780, 4.2985, -3.3696], [-2.5882, 6.7875, -3.3516], [-5.6510, 4.9148, -3.1608], [-5.3245, 4.0074, -4.1979], [-6.7163, 5.8941, -3.4604], [-3.3317, 3.0291, 0.4540], [-3.4481, 4.7324, 0.7361], [-2.2676, 4.1303, -0.4136], [-5.4498, 2.6174, 0.0783], [-6.4039, 3.2959, -1.2755], [-6.0229, 4.2928, 0.1523], [-1.2167, 4.4795, -3.5403], [-2.3570, 3.5367, -2.5940], [-2.7094, 3.9632, -4.3128], [-2.1975, 7.4240, -2.5577], [-1.7821, 6.7406, -4.0838], [-3.3956, 7.3394, -3.8331], [-4.6021, 3.2813, -3.8251], [-6.1592, 3.4607, -4.6368], [-4.8430, 4.5871, -4.9855], [-6.9669, 6.4834, -2.5783], [-7.6097, 5.4587, -3.9079], [-6.3068, 6.6340, -4.1481], [-7.0718, -1.6240, -2.5264], [-5.6473, -2.0513, -2.5314], [-4.7459, -0.7378, -1.7776], [-4.4811, -0.8225, -0.3039], [-4.5022, 0.5483, -2.4176], [-4.7861, -2.3700, -4.0212], [-5.3687, -3.1104, -5.1091], [-3.3435, -2.2072, -4.1092], [-5.3561, -3.5244, -1.6546], [-6.4445, -4.4426, -1.5677], [-4.0517, -4.0634, -1.6122], [-5.3216, -0.5346, 0.3277], [-3.7320, -0.1010, 0.0223], [-4.2335, -1.8660, -0.1094], [-4.1181, 0.3932, -3.4258], [-3.6638, 1.1135, -2.0107], [-5.3801, 1.1940, -2.4390], [-4.8080, -4.0408, -5.1981], [-6.3692, -3.3179, -4.7295], [-5.3423, -2.5112, -6.0192], [-2.9521, -1.4439, -4.7818], [-2.9745, -1.9448, -3.1177], [-2.9166, -3.1897, -4.3103], [-7.1060, -4.0250, -0.8087], [-7.0795, -4.4913, -2.4523], [-6.0496, -5.4352, -1.3509], [-3.8279, -4.6448, -0.7178], [-3.3200, -3.2619, -1.7135], [-3.8863, -4.6246, -2.5318], [-1.0662, -1.8386, 0.3453], [-0.0551, -0.7276, 0.4138], [-0.1527, 0.6080, -0.7178], [-0.8704, 0.3635, -1.9422], [0.5130, 1.9194, -0.5248], [1.5521, -1.2768, 0.1503], [2.6791, -0.3140, 0.0603], [1.8147, -2.5505, -0.4453], [0.0571, 0.0673, 1.9538], [-0.9374, 1.0319, 2.3925], [0.6323, -0.6746, 2.9989], [-1.8061, -0.1471, -1.7146], [-0.2523, -0.2019, -2.6397], [-1.2213, 1.2812, -2.4141], [1.0308, 2.3191, -1.3966], [1.4013, 1.8444, 0.1024], [-0.1977, 2.6911, -0.2290], [2.6482, 0.4774, 0.8092], [3.6153, -0.8217, 0.2925], [2.7114, 0.1019, -0.9467], [1.3215, -3.3923, 0.0408], [1.5442, -2.6157, -1.4992], [2.8908, -2.7130, -0.3843], [-1.2553, 1.5126, 1.4673], [-1.8066, 0.5184, 2.8033], [-0.6233, 1.6882, 3.2041], [0.1779, -1.6469, 3.1892], [0.6972, -0.2054, 3.9806], [1.6088, -0.9193, 2.5810], [5.9476, -1.4448, -1.9033], [6.3258, -2.1956, -0.7687], [7.0943, -1.5100, 0.4602], [7.8802, -2.3964, 1.3455], [5.8288, -0.7313, 1.1116], [5.2559, -1.2412, 2.2325], [7.9659, -0.3262, -0.3208], [9.1768, 0.1212, 0.3516], [5.9341, -0.3635, -1.7669], [4.9132, -1.7596, -2.0411], [6.4923, -1.7842, -2.7843], [6.0096, -1.2668, 3.0195], [5.0012, -2.2874, 2.0628], [4.3372, -0.6970, 2.4516], [9.4640, -0.4780, 1.2157], [8.8640, 1.0923, 0.7352], [9.9997, 0.2496, -0.3515], [4.5598, 2.8204, -5.8190], [5.4602, 1.7712, -5.4637], [5.1435, 0.1602, -5.6600], [6.2144, -0.7981, -5.3531], [4.4595, 0.0329, -7.0894], [4.5814, -1.0741, -7.8422], [3.8382, 0.0621, -4.6897], [3.0791, -1.0956, -4.4680], [4.2674, 3.3249, -4.8981], [3.6812, 2.3514, -6.2619], [5.0188, 3.5034, -6.5338], [4.6334, -0.6620, -8.8499], [3.7354, -1.7563, -7.7578], [5.4958, -1.6441, -7.6782], [3.1886, -1.8433, -5.2535], [2.0622, -0.7050, -4.4310], [3.3444, -1.5021, -3.4920], [5.4382, 2.1274, 0.7244], [4.3241, 2.5545, -0.1635], [4.6058, 3.5413, -1.3878], [3.5610, 3.4887, -2.4195], [4.8441, 4.9594, -0.6448], [5.3779, 6.0906, -1.3515], [6.1576, 3.1937, -1.8696], [6.4741, 2.1119, -2.6675], [5.9087, 3.0885, 0.9320], [6.2155, 1.5413, 0.2341], [5.0026, 1.6211, 1.5857], [4.6007, 6.6038, -1.9178], [6.1706, 5.8949, -2.0736], [5.7967, 6.7434, -0.5857], [6.9531, 2.3649, -3.6134], [5.6547, 1.4318, -2.9001], [7.2217, 1.5388, -2.1191], [1.0148, 0.8005, -7.4379], [0.1338, 0.6837, -6.3015], [-0.7390, 2.0191, -5.8422], [-0.8721, 3.0672, -6.8493], [-2.1287, 1.3525, -5.4376], [-3.0796, 1.0323, -6.4179], [-0.1705, 2.5626, -4.4661], [1.1630, 2.9863, -4.3390], [1.6401, -0.0920, -7.4640], [1.5975, 1.7213, -7.4124], [0.4019, 0.8716, -8.3364], [-3.6083, 1.8811, -6.8518], [-3.7845, 0.2765, -6.0716], [-2.4532, 0.6441, -7.2210], [1.1032, 4.0080, -3.9639], [1.7381, 2.8578, -5.2559], [1.6675, 2.4209, -3.5554], [1.4651, -5.7974, 3.5339], [0.7785, -5.6278, 2.2501], [0.9818, -6.6749, 1.0433], [0.5364, -8.0361, 1.3723], [0.4282, -5.9767, -0.3935], [-0.9412, -5.8537, -0.6185], [2.6639, -6.6155, 0.8237], [3.2087, -6.5055, -0.4827], [2.2814, -5.0752, 3.5522], [1.9291, -6.7605, 3.7464], [0.7732, -5.5704, 4.3449], [-1.2958, -4.8290, -0.5074], [-1.5501, -6.4735, 0.0397], [-1.1941, -6.1135, -1.6464], [3.9064, -7.3260, -0.6509], [3.8938, -5.6628, -0.5757], [2.4820, -6.4392, -1.2924], [2.2145, 3.9459, 2.0297], [1.5956, 5.0117, 2.6174], [0.0502, 5.3112, 2.6665], [-0.3315, 6.6411, 3.2315], [-0.3777, 5.0198, 1.0894], [-0.1522, 6.0883, 0.1524], [-0.5537, 4.0509, 3.4857], [-1.6095, 4.1867, 4.5104], [1.6845, 3.0180, 1.8151], [3.0907, 3.6164, 2.5881], [2.6159, 4.2922, 1.0773], [-0.6959, 6.0226, -0.7900], [0.8516, 6.0824, -0.2725], [-0.2778, 7.1216, 0.4760], [-2.0666, 5.1759, 4.5363], [-1.1355, 4.1619, 5.4916], [-2.4567, 3.5064, 4.4240]], "forces_ev_per_a": [[0.1242, 0.0020, -0.3126], [0.5753, 1.2012, -1.5826], [-0.1194, -1.1848, 1.3147], [0.6818, -0.0597, -0.7730], [-0.4054, -0.2973, 0.2729], [1.6746, -0.1356, -0.9144], [-0.1996, 0.1010, 0.5284], [0.3430, -1.0515, 0.2824], [-0.8711, 0.2149, 0.5388], [-0.2823, 0.5426, 0.5708], [0.7224, 0.8551, 1.5242], [0.1722, 0.0550, 0.3575], [0.1129, -0.5416, -0.7251], [-0.5944, 0.4606, -0.6657], [-0.2609, 0.0082, 0.1021], [0.3167, -0.1729, 0.2698], [-0.1198, 0.1767, -0.1272], [0.1271, -0.1080, -0.0152], [-0.2492, 0.0250, -0.1473], [-0.3552, 0.1083, 0.0578], [-0.9540, -0.1316, -0.5570], [-0.1814, -0.1094, 0.3243], [0.4369, 0.5562, 0.3052], [-0.4038, -0.1184, 0.2086], [0.2193, 0.2235, -0.1437], [0.0183, 0.2998, -0.1935], [-0.5717, 0.2565, -0.0503], [-0.1857, -0.3648, -0.4478], [0.0343, -0.6968, -0.0363], [-1.2728, -1.2003, 0.1357], [-0.9684, 0.0537, -1.1524], [0.8630, -1.2654, 0.5064], [0.0544, -0.0927, -0.2693], [-0.4453, -0.6149, 0.5808], [2.5275, 1.6476, -2.9524], [0.0314, -0.5470, 0.7216], [0.8042, -0.5209, 0.5610], [-1.6506, -0.0761, 0.7621], [0.1804, 0.7661, 1.2131], [0.5445, 0.5085, -0.3460], [0.1489, -0.3646, 0.5485], [-0.7138, 0.1490, 0.0905], [0.0749, -0.1855, 0.2106], [-0.1458, 0.1571, 0.0954], [-0.0917, 0.4864, 0.0305], [-0.1194, 0.4966, -0.1999], [-0.6643, -0.6992, 0.1125], [-0.1374, 0.8568, -0.6795], [0.1407, -0.3034, 0.6620], [0.1813, 0.4925, 0.1322], [-0.1861, 0.1988, 0.0856], [-0.0722, -0.1948, 0.0335], [0.2236, 0.0381, -0.2621], [0.3314, 0.2650, -0.3031], [-0.0639, 0.2916, 0.0704], [-0.3006, 0.0830, 0.2071], [0.6426, -0.4209, -0.3719], [0.0322, 0.0783, -0.1604], [0.3808, -1.9053, -1.3747], [-0.1902, 0.8034, -2.0463], [1.2269, -1.8578, -0.1050], [-0.7825, 0.3955, 0.4527], [0.4444, 1.2275, 0.2833], [-0.5435, -1.2765, 1.4542], [-0.7127, 0.8070, 0.4759], [0.3160, 1.0993, -0.2964], [-1.1808, 1.6620, 2.8189], [1.0522, 0.0029, -0.4129], [1.0081, 0.3366, -0.0278], [-0.0447, -0.2044, -0.2641], [0.2184, 0.1921, 0.2300], [-0.2966, 0.0961, -0.5123], [0.1782, -0.0031, -0.1973], [0.3553, 0.1176, -0.1077], [-0.7639, -0.3454, 0.3616], [-0.1238, 0.4034, 0.1908], [-0.0518, -0.2524, -0.2793], [0.2193, -0.2776, 0.0121], [-0.1173, 0.0870, 0.2500], [-0.0418, -0.4669, -0.1085], [-0.1276, 0.0817, -0.0209], [-0.1057, -0.1362, -0.0904], [-0.3331, 0.1461, 0.2963], [0.2100, -0.2531, -0.6621], [-0.0990, -0.3656, 0.1205], [0.0994, -0.2993, 0.1491], [-0.2004, 0.1804, -0.4900], [0.6968, -1.4193, -0.8912], [1.6669, 1.1076, 0.6485], [0.6482, -1.7365, 0.6808], [-0.6928, -0.0702, -0.9902], [-0.0372, -0.4407, -0.6991], [-0.0557, 1.9087, 1.4517], [-0.3616, 0.1934, 1.2841], [-0.0824, -0.2354, 1.2842], [-0.5815, 3.0265, -0.3118], [-1.1263, 0.2685, 0.4288], [1.1261, 0.3258, -1.1829], [-0.6324, -0.2035, -0.1871], [0.6477, -0.3578, -0.4609], [0.3179, 0.3134, 0.4963], [-0.4724, -0.1067, -0.4053], [-0.1020, -0.1735, 0.8184], [-0.0866, 0.0562, -0.0680], [-0.1216, -0.2267, -0.4661], [-0.3544, -0.2280, -0.9444], [-0.2686, -0.2962, -0.2256], [-0.3047, -0.0361, -0.4264], [0.1305, 0.2406, -0.1066], [0.3093, -0.0138, -0.4192], [-0.2779, -0.7891, 0.3684], [0.2184, -0.1537, -0.3818], [-0.2747, 0.0450, 0.2604], [-0.1782, -0.0795, 0.0372], [0.0858, 0.0359, 0.5676], [0.3066, -0.8128, 0.0076], [1.1874, 1.4539, -0.5294], [1.2346, 1.4180, 0.0943], [-0.0165, -0.5557, 1.9587], [-0.6027, 0.0776, 0.0003], [0.2000, -0.5405, -0.2459], [-0.8137, 0.9843, 1.4302], [-0.6484, -0.7207, 0.0467], [0.2530, -0.7370, -0.2443], [-0.5932, 0.7965, -1.6857], [-0.9256, -0.8064, -0.9119], [1.5021, -1.8429, 0.1936], [0.1492, -0.5461, -0.1505], [-0.1936, -0.0907, -0.3769], [0.4325, 0.2295, -0.0194], [-0.4333, -0.4310, -0.8302], [-0.7103, -0.0180, 0.6638], [0.1118, 0.0352, 0.4480], [-0.5097, 0.0773, -0.0816], [-0.0920, -0.2749, -0.3929], [0.2754, 0.3345, -0.0296], [-0.1212, 0.1733, 0.2267], [-0.0691, 0.1181, -0.3421], [0.0740, -0.2333, 0.0095], [-0.1896, 0.7559, 0.4377], [-0.3370, -0.1330, -0.0233], [0.5863, 0.2025, -0.5694], [-0.5108, -0.2872, 0.0037], [0.1215, 0.6323, -0.3350], [0.5823, -0.2636, 0.8910], [-1.3939, -0.4170, -0.6924], [1.6955, -0.0995, 1.4549], [0.4097, 0.4222, -1.5132], [-1.0893, 0.9611, -0.7199], [2.3230, 1.1460, -2.3530], [-0.4814, -1.7110, 1.8281], [-0.6927, -1.9768, 1.3226], [-0.8106, 1.0171, 0.4069], [0.3870, -0.1971, 0.0638], [-0.1555, 0.2378, -0.3338], [0.2759, 0.3939, 0.1377], [-0.4541, 0.3026, 0.5530], [-0.3841, -0.2235, 0.1170], [0.2959, 0.1038, 0.2177], [-0.0737, -0.3638, -0.3562], [0.5604, 0.2562, 0.0912], [-0.2863, -0.2800, -0.0920], [-0.7044, -0.5567, 0.0407], [0.6146, -2.8570, -0.6222], [-1.3963, 1.7959, 1.6821], [-0.3334, 0.8331, -0.3221], [0.2141, 2.5892, 2.5598], [0.5863, -2.0228, -2.8357], [1.9371, 1.2425, -0.6502], [-0.5735, 0.0400, 0.2629], [0.0357, 0.1062, -0.0602], [-0.1456, 0.3733, -0.1396], [0.1285, -0.1485, 0.1128], [-0.1265, -0.6814, -0.3963], [-0.1738, 0.0577, 0.0791], [0.0630, 0.0779, 0.2585], [-0.0078, -0.0475, 0.0302], [-0.2400, -0.5428, -0.0224], [-0.0496, -0.2528, -0.1278], [-0.1750, 1.7625, -0.7745], [0.5136, -0.5479, -0.4020], [1.8054, 0.0008, 0.3194], [0.4491, 0.0304, 0.3233], [0.1394, -1.3417, -0.8760], [0.0216, 0.6158, -0.0788], [-2.5547, 2.1494, 1.2363], [1.0592, -1.9225, -0.6356], [0.1717, -0.2068, 0.9275], [-0.6100, -0.3015, -0.2700], [0.0650, 0.2197, -0.2452], [-0.2189, -0.0172, 0.2807], [0.0668, -0.6997, 0.2053], [-0.2021, 0.0232, -0.0893], [-0.2759, 0.5231, 0.0655], [-0.3103, 0.2846, 0.0859], [0.0384, -0.2361, 0.0567], [-0.5708, 0.2782, -0.2109], [-0.4966, 1.5976, 0.7208], [-0.1879, -0.9291, -0.3426], [0.4053, -0.0796, -0.5978], [0.8779, 0.7473, 2.1136], [0.5495, -0.3765, -1.7230], [-1.3909, -1.7158, -0.5192], [0.8084, 0.2078, 0.7312], [-0.0284, 0.1938, 0.1035], [0.2160, -0.1549, 0.2018], [0.0795, -0.1946, -0.0973], [0.0229, 0.2771, 0.4968], [0.2226, 0.1352, 0.2686], [-0.6719, -0.5364, -0.5385], [0.4184, 0.1474, -0.4442], [-0.1109, 0.3915, -0.0211], [-0.0962, -0.1900, -0.0991], [0.3061, 0.4979, -0.1285], [0.2830, -0.6289, -0.5567], [2.4515, 0.1928, -0.8284], [-0.2896, 0.8490, -0.5125], [1.9710, -0.9076, 3.0321], [-1.8825, 0.2587, -0.3797], [-3.0333, 0.4797, -0.0443], [1.1455, -0.1369, -0.6251], [-0.1031, 0.1319, -0.0631], [-0.4262, -0.3076, -0.6292], [-0.2095, 0.0107, -0.3213], [0.3515, 0.2350, 0.2857], [0.1110, -0.2083, 0.0262], [0.3591, -0.3186, -0.0638], [-0.4317, -0.5039, -0.0042], [-0.3718, 0.5710, 0.3899], [-0.0476, -0.1605, 0.2763], [1.9487, -1.5151, -1.8159], [-1.1128, 1.2934, 1.6555], [-1.5178, 0.7829, 0.0060], [0.7857, -2.0051, -1.0601], [-0.1317, 0.8356, 1.2567], [0.9617, 0.7006, -1.1948], [-0.7065, 0.6023, -0.2555], [0.4626, 1.3328, 0.1967], [-0.8931, 0.3168, 0.3457], [-0.0152, 0.3651, 0.4650], [0.0111, -0.1291, -0.2193], [-0.9948, -0.7392, 0.4851], [0.6041, -0.4384, 0.6018], [-0.4205, -0.3249, 0.8481], [0.2358, 0.2313, -0.6940], [0.1228, -0.6785, -0.1142], [0.6594, -0.5407, -0.4460]], "e_lumo_ev": 0.11, "smiles": "CN(C)P(=O)(N(C)C)N(C)C.CN(C)P(=O)(N(C)C)N(C)C.CN(C)P(=O)(N(C)C)N(C)C.CN(C)P(=O)(N(C)C)N(C)C.CN(C)P(=O)(N(C)C)N(C)C.COP(=O)(OC)OC.COP(=O)(OC)OC.COP(=O)(OC)OC.COP(=O)(OC)OC.COP(=O)(OC)OC.COP(=O)(OC)OC", "homo_lumo_gap_ev": 8.3, "fmax_ev_per_a": 4.22, "total_charge": 0, "multiplicity": 1}